1.
{"formula": "C20H52Br12N10O10P2", "method": "the ωB97M-V functional and the def2-TZVPD basis", "total_charge": -1, "homo_lumo_gap_ha": [0.07317, 0.23176], "max_force_ha_per_bohr": 0.0663, "multiplicity": 2, "s_squared": 0.7547, "elements": ["C", "N", "O", "O", "H", "H", "H", "C", "N", "O", "O", "H", "H", "H", "C", "N", "O", "O", "H", "H", "H", "C", "N", "O", "O", "H", "H", "H", "O", "P", "N", "C", "C", "N", "C", "C", "N", "C", "C", "H", "H", "H", "H", "H", "H", "H", "H", "H", "H", "H", "H", "H", "H", "H", "H", "H", "H", "O", "P", "N", "C", "C", "N", "C", "C", "N", "C", "C", "H", "H", "H", "H", "H", "H", "H", "H", "H", "H", "H", "H", "H", "H", "H", "H", "H", "H", "C", "Br", "Br", "Br", "H", "C", "Br", "Br", "Br", "H", "C", "Br", "Br", "Br", "H", "C", "Br", "Br", "Br", "H"], "xyz": [[-3.911, -0.200, -3.628], [-2.953, -0.708, -4.692], [-2.846, -1.884, -4.817], [-2.352, 0.090, -5.387], [-4.836, -0.763, -3.508], [-4.133, 0.778, -4.054], [-3.478, -0.139, -2.629], [2.901, 4.841, -5.074], [2.844, 5.093, -3.598], [1.957, 4.554, -2.883], [3.720, 5.805, -3.096], [3.904, 4.704, -5.479], [2.393, 5.646, -5.605], [2.360, 3.904, -5.205], [4.149, -4.696, -2.537], [4.751, -3.774, -1.522], [5.938, -3.850, -1.331], [4.044, -2.954, -1.008], [4.865, -4.879, -3.339], [3.235, -4.247, -2.924], [4.114, -5.662, -2.034], [-1.939, -4.752, -5.428], [-0.544, -4.344, -5.684], [-0.265, -3.658, -6.676], [0.268, -4.487, -4.790], [-2.047, -4.454, -4.385], [-2.055, -5.764, -5.817], [-2.610, -4.186, -6.074], [-1.842, -0.545, -0.735], [-0.375, -0.436, -1.070], [0.598, -0.428, 0.399], [2.103, -0.615, 0.494], [-0.060, -0.024, 1.687], [0.083, 1.027, -1.790], [1.479, 1.383, -2.050], [-0.750, 2.219, -1.533], [0.336, -1.673, -2.024], [0.410, -1.518, -3.525], [0.298, -3.021, -1.600], [2.456, -0.919, -0.491], [2.347, -1.456, 1.142], [2.594, 0.302, 0.821], [-0.084, -0.879, 2.361], [-1.091, 0.252, 1.468], [0.433, 0.797, 2.208], [1.494, 2.242, -2.721], [1.968, 1.623, -1.106], [1.974, 0.468, -2.378], [-1.785, 1.877, -1.562], [-0.467, 2.656, -0.575], [-0.582, 2.808, -2.434], [0.578, -0.472, -3.778], [1.118, -2.209, -3.982], [-0.551, -1.787, -3.965], [-0.649, -3.436, -1.946], [0.299, -3.073, -0.511], [1.205, -3.547, -1.896], [0.054, 1.278, 8.494], [-0.022, 1.455, 6.991], [-1.320, 0.625, 6.155], [-2.221, -0.338, 6.778], [-1.478, 0.732, 4.709], [1.355, 0.952, 6.151], [2.030, -0.288, 6.502], [1.859, 1.571, 4.903], [-0.219, 3.092, 6.530], [0.797, 4.025, 7.043], [-1.583, 3.652, 6.545], [-3.255, -0.283, 6.438], [-2.388, 0.026, 7.792], [-1.865, -1.359, 6.916], [-2.436, 1.167, 4.425], [-1.312, -0.208, 4.182], [-0.651, 1.340, 4.343], [3.040, -0.198, 6.104], [1.902, -0.541, 7.554], [1.570, -1.093, 5.928], [1.431, 2.573, 4.874], [2.938, 1.725, 4.932], [1.528, 1.013, 4.027], [0.737, 4.014, 8.131], [1.745, 3.714, 6.602], [0.619, 5.059, 6.748], [-1.539, 4.677, 6.176], [-2.056, 3.514, 7.517], [-2.262, 3.100, 5.896], [1.563, 1.058, -6.523], [0.110, 2.035, -5.660], [3.182, 1.169, -5.426], [1.845, 1.718, -8.381], [1.297, 0.002, -6.558], [-4.501, -3.276, -1.105], [-6.130, -2.220, -1.524], [-4.012, -4.515, -2.610], [-4.737, -4.264, 0.617], [-3.736, -2.501, -1.099], [-1.183, -4.936, 2.020], [-2.316, -5.948, 3.347], [-0.279, -6.218, 0.817], [-0.004, -3.653, 2.943], [-1.910, -4.405, 1.407], [-1.481, 6.031, -1.444], [-0.881, 6.115, -3.322], [-0.008, 5.449, -0.139], [-2.990, 4.711, -1.281], [-1.843, 7.021, -1.167]]}

=====

2.
{"formula": "C20H54BN8O2P2S", "method": "the ωB97M-V functional and the def2-TZVPD basis", "total_charge": -1, "homo_lumo_gap_ha": 0.23302, "max_force_ha_per_bohr": 0.1145, "multiplicity": 1, "elements": ["C", "C", "C", "C", "C", "B", "C", "N", "C", "N", "C", "S", "H", "H", "H", "H", "H", "H", "H", "H", "H", "H", "H", "H", "H", "H", "H", "H", "H", "H", "O", "P", "N", "C", "C", "N", "C", "C", "N", "C", "C", "H", "H", "H", "H", "H", "H", "H", "H", "H", "H", "H", "H", "H", "H", "H", "H", "H", "H", "O", "P", "N", "C", "C", "N", "C", "C", "N", "C", "C", "H", "H", "H", "H", "H", "H", "H", "H", "H", "H", "H", "H", "H", "H", "H", "H", "H", "H"], "xyz": [[4.589, 1.597, 3.126], [5.735, 1.388, 2.123], [5.377, 0.550, 0.889], [5.016, -0.918, 1.180], [5.529, -1.821, 0.046], [3.423, -1.190, 1.514], [2.414, -0.361, 0.536], [1.027, -0.901, 0.512], [0.004, 0.084, 0.847], [3.132, -2.809, 1.225], [3.267, -3.489, 2.183], [3.369, -4.613, 3.344], [4.803, 1.124, 4.084], [3.622, 1.284, 2.745], [4.507, 2.666, 3.353], [6.078, 2.362, 1.756], [6.609, 0.938, 2.601], [4.614, 1.086, 0.315], [6.276, 0.546, 0.256], [5.584, -1.210, 2.076], [5.587, -2.865, 0.351], [6.558, -1.524, -0.204], [4.935, -1.704, -0.863], [3.183, -0.931, 2.685], [2.398, 0.686, 0.858], [2.828, -0.386, -0.479], [0.816, -1.203, -0.429], [0.292, 1.114, 0.587], [-0.278, 0.046, 1.903], [-0.893, -0.140, 0.259], [-3.732, -1.591, 0.962], [-4.709, -1.877, 2.051], [-5.510, -0.363, 2.153], [-6.143, 0.185, 3.329], [-6.153, 0.092, 0.931], [-3.608, -2.135, 3.351], [-3.295, -1.041, 4.256], [-2.381, -2.825, 2.926], [-5.904, -2.838, 2.756], [-7.091, -3.110, 1.954], [-5.988, -3.274, 4.135], [-7.134, -0.249, 3.541], [-6.279, 1.260, 3.192], [-5.529, 0.079, 4.217], [-7.122, -0.401, 0.758], [-5.514, -0.105, 0.070], [-6.323, 1.170, 0.965], [-3.011, -0.118, 3.734], [-2.466, -1.332, 4.902], [-4.124, -0.833, 4.936], [-1.663, -2.154, 2.446], [-2.606, -3.629, 2.228], [-1.908, -3.269, 3.805], [-7.923, -2.443, 2.216], [-7.425, -4.142, 2.083], [-6.878, -2.977, 0.892], [-6.291, -2.461, 4.803], [-5.051, -3.693, 4.489], [-6.736, -4.067, 4.222], [2.462, 1.553, -2.214], [1.480, 1.921, -3.274], [1.821, 0.624, -4.351], [1.694, 0.651, -5.787], [1.596, -0.712, -3.810], [2.177, 3.428, -3.800], [3.094, 3.463, -4.924], [2.720, 4.208, -2.690], [-0.038, 2.296, -3.914], [-1.127, 1.378, -3.591], [-0.364, 3.307, -4.897], [0.655, 0.545, -6.144], [2.269, -0.177, -6.210], [2.113, 1.551, -6.225], [0.533, -0.991, -3.818], [1.956, -0.773, -2.782], [2.148, -1.457, -4.387], [3.900, 2.721, -4.845], [3.550, 4.453, -4.991], [2.571, 3.329, -5.873], [3.712, 3.860, -2.381], [2.066, 4.158, -1.821], [2.796, 5.257, -2.989], [-1.313, 0.665, -4.404], [-2.053, 1.921, -3.392], [-0.897, 0.806, -2.691], [-0.049, 3.014, -5.904], [0.075, 4.271, -4.654], [-1.447, 3.458, -4.921]]}

=====

3.
{"formula": "C20H54F6HfN2O22PS6", "method": "the ωB97M-V functional and the def2-TZVPD basis", "total_charge": 3, "homo_lumo_gap_ha": 0.05923, "max_force_ha_per_bohr": 0.2067, "multiplicity": 1, "elements": ["Hf", "P", "F", "F", "F", "F", "F", "F", "C", "N", "O", "O", "H", "H", "H", "C", "N", "O", "O", "H", "H", "H", "O", "S", "O", "O", "C", "C", "C", "H", "H", "H", "H", "H", "H", "H", "H", "O", "S", "O", "O", "C", "C", "C", "H", "H", "H", "H", "H", "H", "H", "H", "O", "S", "O", "O", "C", "C", "C", "H", "H", "H", "H", "H", "H", "H", "H", "O", "S", "O", "O", "C", "C", "C", "H", "H", "H", "H", "H", "H", "H", "H", "O", "S", "O", "O", "C", "C", "C", "H", "H", "H", "H", "H", "H", "H", "H", "O", "S", "O", "O", "C", "C", "C", "H", "H", "H", "H", "H", "H", "H", "H"], "xyz": [[3.562, 0.950, 2.080], [-0.246, 0.280, 0.917], [-1.776, 0.258, 0.466], [-0.576, 0.283, 2.504], [0.008, -1.321, 1.053], [1.357, 0.546, 1.284], [0.222, 0.097, -0.614], [-0.306, 1.914, 0.868], [-3.336, 2.958, 1.538], [-3.109, 2.902, 0.086], [-3.835, 2.169, -0.552], [-2.171, 3.496, -0.408], [-3.243, 1.926, 1.866], [-4.274, 3.475, 1.718], [-2.498, 3.510, 1.960], [-4.984, -1.158, 1.901], [-5.334, -0.080, 2.862], [-6.503, 0.220, 2.935], [-4.435, 0.591, 3.350], [-4.551, -0.739, 0.996], [-5.888, -1.709, 1.664], [-4.257, -1.780, 2.420], [-0.664, 2.451, -3.832], [-1.801, 1.797, -4.432], [-2.427, 2.433, -5.549], [-1.411, 0.282, -4.827], [-0.303, -0.301, -4.162], [-0.351, -1.800, -4.464], [-2.984, 1.415, -3.148], [-0.449, -0.203, -3.082], [0.675, 0.075, -4.462], [0.343, -2.363, -3.840], [-0.200, -2.018, -5.521], [-1.332, -2.233, -4.254], [-3.633, 0.674, -3.617], [-3.569, 2.263, -2.804], [-2.500, 0.937, -2.297], [2.172, -0.639, 3.479], [1.614, -1.440, 4.563], [2.541, -1.926, 5.528], [0.472, -0.591, 5.248], [-0.254, -1.177, 6.361], [-1.722, -0.898, 6.222], [0.712, -2.841, 3.900], [0.172, -0.835, 7.304], [-0.092, -2.257, 6.415], [-2.192, -1.041, 7.194], [-2.198, -1.487, 5.438], [-1.939, 0.137, 5.947], [0.691, -3.602, 4.681], [1.258, -3.364, 3.115], [-0.278, -2.559, 3.553], [3.151, -0.654, 0.274], [3.142, -1.473, -0.945], [2.632, -0.931, -2.172], [4.689, -1.936, -1.156], [4.935, -2.862, -2.256], [6.428, -2.806, -2.471], [2.319, -3.058, -0.709], [4.352, -2.696, -3.163], [4.691, -3.897, -2.004], [6.984, -3.171, -1.608], [6.772, -1.825, -2.795], [6.736, -3.517, -3.241], [2.370, -3.498, -1.703], [1.246, -2.909, -0.551], [2.632, -3.627, 0.163], [3.179, 1.937, -0.072], [3.295, 2.656, -1.387], [3.832, 3.994, -1.390], [4.232, 1.713, -2.323], [4.491, 2.129, -3.677], [5.758, 1.415, -4.145], [1.714, 2.629, -2.249], [4.606, 3.212, -3.695], [3.721, 1.812, -4.383], [6.602, 1.637, -3.491], [6.085, 1.690, -5.147], [5.579, 0.339, -4.153], [1.688, 1.755, -2.899], [1.636, 3.467, -2.943], [0.894, 2.597, -1.534], [-4.914, -6.457, -2.301], [-4.674, -5.127, -2.784], [-5.711, -4.283, -3.267], [-3.869, -4.332, -1.594], [-3.239, -3.076, -1.819], [-1.810, -3.164, -1.256], [-3.312, -5.219, -4.012], [-3.752, -2.277, -1.285], [-3.171, -2.773, -2.864], [-1.159, -3.971, -1.586], [-1.815, -3.121, -0.164], [-1.303, -2.218, -1.487], [-2.434, -5.545, -3.465], [-3.186, -4.223, -4.433], [-3.689, -5.842, -4.820], [1.911, 2.268, 3.071], [1.234, 3.347, 3.850], [1.988, 3.871, 4.955], [0.696, 4.519, 2.917], [0.502, 5.833, 3.542], [-0.419, 6.695, 2.689], [-0.332, 2.714, 4.550], [1.479, 6.276, 3.721], [0.011, 5.667, 4.503], [0.132, 7.063, 1.826], [-0.699, 7.559, 3.293], [-1.343, 6.180, 2.434], [-0.749, 3.460, 5.224], [0.030, 1.871, 5.136], [-0.975, 2.506, 3.701]]}